Here is a structure of composition C36H39N8O5PmS from OMol25. Energies are from wB97M-V/def2-TZVPD.

Computed properties:
- Highest occupied orbital energy (alpha / beta): -0.255 / -0.255 Ha
- Spin multiplicity: 5
- LUMO energy (alpha / beta): -0.6 / -0.6 eV
- Electronic energy: -87514.5370 eV
- Kohn-Sham gap (alpha / beta): 6.28 / 6.30 eV

```
90
Properties=species:S:1:pos:R:3:mulliken_charge:R:1
Pm 0.5752 0.1197 -0.3610 0.03
C -1.8226 1.3405 -2.5570 -1.48
N -0.4883 1.9530 -2.4533 1.41
C 0.0787 2.0940 -3.8102 -1.21
C 1.2253 1.1336 -4.0940 -0.50
C 2.4753 1.4616 -3.2638 -0.89
N 2.5345 0.6037 -2.0882 0.38
C 3.6806 0.1210 -1.7790 -0.62
C 3.8918 -0.9371 -0.8255 0.50
C 5.1683 -1.1604 -0.2883 -0.39
C 5.4082 -2.1954 0.5822 -0.84
C 4.3556 -3.0657 0.9025 -0.56
C 3.1103 -2.9094 0.3491 -0.45
C 2.8183 -1.8386 -0.5387 0.32
O 1.6611 -1.7153 -1.0950 -0.71
C -0.6912 3.2849 -1.8546 -1.01
C 0.5414 4.1175 -1.5218 -0.85
C 1.4738 3.5176 -0.4431 -1.32
N 0.8923 2.3999 0.2757 0.59
C 0.3641 2.6798 1.4714 -1.06
C -0.9140 0.9882 2.7335 0.32
C -1.1523 0.9013 4.0933 -0.83
C -2.2528 0.2105 4.5668 -0.94
C -3.1197 -0.3857 3.6567 -0.86
C -2.8837 -0.3006 2.2983 -0.48
C -1.7679 0.3853 1.7837 0.28
O -1.5048 0.4326 0.4947 0.46
H -2.5338 2.0318 -3.0315 0.47
H -2.1981 1.0757 -1.5688 -0.10
H -1.7757 0.4418 -3.1693 0.57
H 0.4566 3.1094 -3.9348 0.38
H -0.7075 1.9635 -4.5636 0.51
H 1.4627 1.1818 -5.1590 0.52
H 0.9268 0.1076 -3.8593 -0.13
H 2.4382 2.5104 -2.9535 0.20
H 3.3752 1.3341 -3.8748 0.65
H 4.5783 0.4761 -2.3025 0.38
H 5.9717 -0.4838 -0.5637 0.42
H 6.3944 -2.3513 0.9986 0.40
H 4.5342 -3.8806 1.5945 0.43
H 2.3002 -3.5895 0.5848 0.51
H -1.2500 3.1450 -0.9370 -0.09
H -1.3210 3.8833 -2.5320 0.46
H 0.1342 5.0521 -1.1376 0.67
H 1.1206 4.3529 -2.4196 0.45
H 1.7496 4.3138 0.2578 0.45
H 2.3987 3.1623 -0.9094 0.46
H 0.7431 3.5642 2.0070 1.01
H -0.4612 1.3948 4.7647 0.56
H -2.4478 0.1538 5.6297 0.44
H -3.9867 -0.9267 4.0172 0.41
H -3.5495 -0.7807 1.5903 0.50
N -2.1695 -2.9574 -3.1218 0.11
C -1.3011 -2.0255 -2.6785 -0.87
N -1.0643 -1.7585 -1.4457 0.67
C -1.6248 -2.5902 -0.4644 0.18
N -1.2294 -2.6250 0.7575 -1.67
N -0.1412 -1.8640 1.0711 1.82
C 0.0861 -1.7208 2.3212 -0.74
C 1.3073 -1.0436 2.7453 0.68
C 1.7301 -1.1106 4.0675 -0.95
C 2.8782 -0.4359 4.4396 -0.70
C 3.5674 0.2879 3.4798 -1.14
C 3.0836 0.2916 2.1830 -0.45
N 1.9873 -0.3573 1.8125 1.19
C -2.7049 -3.4961 -0.8594 0.53
C -3.4773 -4.2032 0.0617 -0.44
C -4.4684 -5.0605 -0.3729 -0.88
C -4.7021 -5.2331 -1.7348 -0.47
C -3.9456 -4.5440 -2.6627 -0.85
C -2.9542 -3.6748 -2.2219 -0.11
H -2.2974 -3.1098 -4.1064 0.28
H -0.7712 -1.4793 -3.4515 0.49
H -0.5848 -2.1189 3.0809 0.38
H 1.1561 -1.6811 4.7855 0.55
H 3.2238 -0.4693 5.4643 0.45
H 4.4595 0.8425 3.7338 0.48
H 3.5969 0.8406 1.4021 0.46
H -3.2717 -4.0637 1.1138 0.48
H -5.0698 -5.6017 0.3452 0.42
H -5.4762 -5.9083 -2.0737 0.41
H -4.1120 -4.6687 -3.7264 0.39
C -3.1860 3.2847 0.9434 -0.95
S -1.5044 3.7105 1.5984 1.40
O -1.1702 4.9375 0.8615 -0.74
O -1.6921 3.8796 3.0379 -0.77
O 0.2828 1.5673 2.3224 -0.35
H -3.3433 3.8992 0.0608 0.38
H -3.8595 3.5558 1.7522 0.46
H -3.2485 2.2259 0.7160 0.03
```

=====

Here is a structure of composition C36H40B2F4N5O7PY from OMol25. Energies are from wB97M-V/def2-TZVPD.

Computed properties:
- Highest occupied orbital energy (alpha / beta): -0.237 / -0.312 Ha
- Spin multiplicity: 2
- LUMO energy (alpha / beta): 0.1 / -0.3 eV
- Electronic energy: -82327.1602 eV
- Energy above the lowest of the compared OMol25 structures with the same formula, charge and spin: 27.71 kcal per mole
- Kohn-Sham gap (alpha / beta): 6.53 / 8.21 eV

```
96
Properties=species:S:1:pos:R:3:mulliken_charge:R:1
Y 0.1935 1.0287 -0.4827 -0.94
C -1.1137 5.7282 0.0128 -2.00
C -0.6136 4.3988 -0.4450 0.49
N -0.1454 3.4970 0.3227 0.86
O -0.1001 3.7790 1.6502 -0.65
B 0.5381 2.6523 2.3583 0.79
F -0.1443 1.4392 1.8542 1.14
F 0.3646 2.7872 3.6951 -0.31
O 1.9697 2.4836 2.0513 -0.81
N 2.1266 2.0830 0.7563 1.44
C 3.2189 2.3983 0.1812 0.23
C 4.3510 3.1214 0.8301 -2.01
C 3.2739 2.0589 -1.2709 0.30
N 2.1443 1.7766 -1.7875 1.29
O 2.1172 1.4751 -3.1221 -0.69
B 1.2925 2.4596 -3.8924 0.83
F 1.8528 3.7313 -3.7342 -0.41
F 1.2753 2.0169 -5.1992 -0.34
O -0.1440 2.4895 -3.4661 -0.92
N -0.3169 2.8171 -2.1397 0.65
C -0.5743 4.0424 -1.8927 0.50
C -0.7829 5.1090 -2.9132 -1.97
C 4.5579 2.1291 -2.0259 -2.24
H -1.2909 5.7077 1.0843 0.47
H -2.0330 5.9894 -0.5110 0.43
H -0.3801 6.5084 -0.2004 0.30
H 4.0260 3.5482 1.7743 0.46
H 4.7278 3.9072 0.1757 0.42
H 5.1745 2.4306 1.0251 0.30
H -0.5181 4.7468 -3.8998 0.36
H -0.1781 5.9830 -2.6722 0.33
H -1.8308 5.4185 -2.9090 0.42
H 5.3729 1.7081 -1.4371 0.43
H 4.8023 3.1697 -2.2490 0.43
H 4.4599 1.5959 -2.9672 0.44
O -2.5070 1.7734 0.0474 -0.48
C -2.9154 1.2787 1.0217 0.53
C -3.2887 0.7896 2.2259 0.75
C -4.2500 1.4911 3.0254 -1.12
C -4.5942 0.9815 4.2473 -0.52
C -4.0336 -0.2110 4.7246 -0.87
C -3.1056 -0.8966 3.9444 -0.70
C -2.7183 -0.4431 2.7010 0.05
P -1.4747 -1.2342 1.6260 2.10
C -0.3350 -1.9959 2.8330 -0.02
C 0.8729 -1.3388 3.0761 -0.40
C 1.7764 -1.8453 3.9974 -0.73
C 1.4894 -3.0196 4.6764 -0.74
C 0.2950 -3.6841 4.4379 -0.91
C -0.6142 -3.1757 3.5230 -0.16
C -2.3956 -2.6718 0.9533 -0.03
C -1.7358 -3.8719 0.6794 -0.11
C -2.3841 -4.8998 0.0111 -1.09
C -3.6965 -4.7396 -0.4120 -0.63
C -4.3596 -3.5498 -0.1484 -0.76
C -3.7160 -2.5263 0.5329 -0.57
H -4.6749 2.4162 2.6622 0.52
H -5.3104 1.5179 4.8564 0.40
H -4.3109 -0.5921 5.6971 0.44
H -2.6573 -1.8034 4.3302 0.39
H 1.1015 -0.4335 2.5272 0.20
H 2.7086 -1.3251 4.1756 0.50
H 2.1984 -3.4238 5.3877 0.38
H 0.0687 -4.6002 4.9687 0.43
H -1.5426 -3.7024 3.3449 0.48
H -0.7090 -4.0062 0.9934 0.45
H -1.8610 -5.8301 -0.1749 0.45
H -4.2020 -5.5403 -0.9362 0.39
H -5.3845 -3.4178 -0.4703 0.44
H -4.2481 -1.6046 0.7360 0.40
C 1.7395 -3.1068 -0.3050 -1.24
C 2.2400 -1.7209 -0.7215 1.48
C 3.4220 -1.3319 0.1669 -1.26
C 2.6788 -1.7607 -2.1865 -1.05
O 1.2057 -0.7887 -0.5603 0.81
H 2.5170 -3.8666 -0.4148 0.48
H 0.8941 -3.3833 -0.9371 0.22
H 1.4121 -3.0890 0.7371 0.10
H 4.2179 -2.0789 0.1149 0.52
H 3.0907 -1.2421 1.2038 0.03
H 3.8347 -0.3720 -0.1485 0.05
H 3.4950 -2.4729 -2.3370 0.47
H 3.0020 -0.7746 -2.5198 0.07
H 1.8379 -2.0664 -2.8108 0.06
O -1.3903 0.0416 -1.8615 -0.76
N -1.1087 -0.8976 -2.7437 0.28
C -1.4148 -2.1709 -2.4505 0.15
C -1.1939 -3.1702 -3.3721 -0.51
C -0.6450 -2.8573 -4.6060 -0.54
C -0.3422 -1.5336 -4.8825 -0.84
C -0.5911 -0.5601 -3.9381 -0.24
H -1.8446 -2.3272 -1.4733 0.20
H -1.4547 -4.1839 -3.1016 0.52
H -0.4544 -3.6318 -5.3358 0.39
H 0.0928 -1.2305 -5.8236 0.53
H -0.3995 0.4950 -4.0691 0.61
```

=====

> electronic energy of number 1 (C36H39N8O5PmS)?

-87514.5370 eV